(1)
Here is C15H30CrN2O8 as an isolated structure at a distorted geometry from the OMol25 dataset. Energies are from ωB97M-V with the def2-TZVPD basis set.

```
56
Properties=species:S:1:pos:R:3:mulliken_charge:R:1
Cr 25.68 -3.55 1.04 0.695
C 26.37 -0.46 3.70 -0.817
C 25.73 -0.27 2.26 -0.705
O 25.59 -1.42 1.48 -0.492
H 27.39 -0.83 3.77 0.237
H 25.80 -1.13 4.33 0.022
H 26.33 0.59 4.01 0.398
H 26.13 0.65 1.82 0.366
H 24.80 0.28 2.43 0.355
C 27.98 -6.92 -0.19 -1.620
C 26.78 -6.88 0.78 0.543
C 27.20 -7.29 2.18 -1.419
O 26.17 -5.64 0.81 -0.098
H 28.23 -7.97 -0.27 0.540
H 28.94 -6.58 0.20 0.317
H 27.73 -6.78 -1.24 0.251
H 26.07 -7.67 0.52 0.158
H 26.42 -7.24 2.94 0.197
H 28.05 -6.76 2.59 0.325
H 27.49 -8.34 2.16 0.439
C 26.36 -5.03 -2.93 -0.658
O 25.53 -3.92 -3.25 -0.379
C 25.20 -3.05 -2.24 0.698
O 25.51 -3.18 -1.07 -0.310
O 24.17 -2.22 -2.65 -0.314
C 23.20 -2.55 -3.62 -0.708
H 27.05 -5.21 -3.75 0.366
H 25.84 -5.94 -2.61 0.320
H 27.00 -4.76 -2.08 0.173
H 23.44 -2.06 -4.56 0.313
H 22.27 -2.08 -3.29 0.279
H 23.12 -3.61 -3.83 0.319
C 21.22 -3.04 -0.01 -0.374
O 21.33 -4.26 0.70 -0.371
C 22.44 -4.69 1.30 0.735
O 23.61 -4.16 1.21 -0.318
O 22.05 -5.70 2.01 -0.353
C 23.04 -6.51 2.55 -0.174
H 22.04 -2.89 -0.71 -0.012
H 21.19 -2.16 0.64 0.329
H 20.29 -2.95 -0.56 0.269
H 22.52 -7.43 2.83 0.362
H 23.60 -5.95 3.30 -0.105
H 23.88 -6.78 1.91 0.083
C 24.98 -4.25 5.85 -1.082
C 25.44 -4.05 4.51 0.458
N 25.80 -3.89 3.43 -0.218
H 24.00 -4.72 5.78 0.313
H 24.93 -3.36 6.47 0.327
H 25.67 -4.96 6.31 0.305
C 29.55 -1.30 -0.52 -1.001
C 28.89 -2.36 0.24 0.469
N 28.45 -3.20 0.86 -0.386
H 30.15 -1.69 -1.34 0.340
H 30.27 -0.86 0.16 0.347
H 28.79 -0.59 -0.86 0.267
```

The energy above the lowest of the compared OMol25 structures with the same formula, charge and spin is 185.62 kJ/mol. Its expectation value of S² is 6.0058. Its spin multiplicity is 5.

***

(2)
Here is C15H30F2HfO5 as an isolated structure at a distorted geometry from the OMol25 dataset. Energies are from ωB97M-V with the def2-TZVPD basis set.

```
53
Properties=species:S:1:pos:R:3:mulliken_charge:R:1
Hf -16.58 1.28 -10.19 1.946
F -15.62 -0.67 -9.35 -0.538
F -16.35 1.80 -7.95 0.167
C -19.82 -0.27 -7.23 -0.657
C -19.47 -0.35 -8.69 0.720
O -18.56 0.33 -9.21 -0.329
C -20.20 -1.45 -9.50 -1.147
H -19.02 0.28 -6.74 -0.080
H -19.93 -1.24 -6.75 0.487
H -20.73 0.31 -7.10 0.332
H -19.51 -1.88 -10.22 0.380
H -21.09 -1.00 -9.95 0.312
H -20.51 -2.27 -8.85 0.401
C -13.65 -1.60 -6.64 -0.798
C -14.13 -0.78 -5.46 0.411
O -13.53 -0.87 -4.35 -0.556
C -15.33 0.11 -5.56 0.050
H -12.85 -2.28 -6.33 0.333
H -13.14 -0.97 -7.37 -0.015
H -14.45 -2.18 -7.09 0.318
H -15.01 1.08 -5.94 -0.313
H -15.78 0.21 -4.58 0.339
H -16.09 -0.35 -6.20 0.183
C -19.48 4.50 -7.73 -1.138
C -19.54 3.54 -8.91 0.674
O -18.52 3.06 -9.36 -0.493
C -20.83 3.30 -9.58 -0.982
H -19.72 4.01 -6.78 0.197
H -20.27 5.24 -7.88 0.442
H -18.45 4.83 -7.61 0.368
H -20.83 2.27 -9.92 0.272
H -20.95 4.00 -10.41 0.344
H -21.66 3.37 -8.87 0.377
C -11.82 1.20 -10.25 -1.153
C -12.95 1.52 -9.28 0.659
O -14.10 1.55 -9.71 -0.491
C -12.67 1.82 -7.79 -0.725
H -11.65 0.12 -10.33 0.331
H -10.86 1.57 -9.91 0.382
H -12.04 1.70 -11.20 0.378
H -12.22 2.80 -7.68 0.453
H -12.00 1.08 -7.34 0.431
H -13.62 1.77 -7.26 -0.187
C -18.23 2.60 -4.87 -0.495
C -17.48 3.81 -4.23 0.745
O -18.08 4.70 -3.60 -0.114
C -15.97 3.82 -4.46 -0.939
H -19.26 2.82 -4.61 0.470
H -17.94 1.63 -4.45 0.488
H -17.90 2.61 -5.90 -0.222
H -15.75 3.53 -5.49 0.166
H -15.46 3.09 -3.83 0.399
H -15.50 4.78 -4.27 0.417
```

Its net charge is +3. The energy above the lowest of the compared OMol25 structures with the same formula, charge and spin is 0.00 kJ/mol. Its expectation value of S² is 0.7580. Its spin multiplicity is 2.

***

(3)
Here is a 5-piece molecular cluster, C15H30F8N5O11PSi overall at a distorted geometry from the OMol25 dataset. Energies are from ωB97M-V with the def2-TZVPD basis set.

```
71
Properties=species:S:1:pos:R:3:mulliken_charge:R:1
C 2.45 0.69 3.36 -0.917
P 0.93 0.12 2.30 0.287
O 0.37 -1.34 3.13 -0.553
Si 1.51 -0.34 0.23 0.250
C 0.96 -2.07 -0.39 -0.114
C -0.57 -2.51 0.02 -0.501
O -1.63 -1.59 -0.46 -0.282
C -2.97 -2.07 0.01 -0.813
C -3.40 -1.30 1.39 0.990
F -2.24 -0.49 1.82 -0.121
F -3.57 -2.37 2.44 -0.339
C -4.83 -0.50 1.33 0.302
F -5.45 -0.66 2.70 -0.301
F -5.82 -1.18 0.40 -0.284
C -4.71 1.12 1.08 0.697
F -4.03 1.79 2.25 -0.291
F -3.85 1.48 -0.11 -0.236
C -6.19 1.88 0.97 0.516
F -7.00 1.44 -0.18 -0.261
F -6.89 1.87 2.28 -0.262
C 0.80 1.00 -0.96 -0.128
C -0.30 2.02 -0.27 -0.043
C -0.99 3.04 -1.39 0.312
N -1.66 4.36 -1.05 -0.469
O -0.97 2.70 -2.70 -0.525
H 2.75 1.78 3.04 0.285
H 2.05 0.72 4.49 0.297
H 3.33 -0.07 3.36 0.269
H -0.19 -0.99 3.91 0.306
H 2.99 -0.28 0.16 -0.290
H 1.00 -2.07 -1.57 0.364
H 1.72 -2.92 -0.04 -0.267
H -0.77 -3.55 -0.52 0.342
H -0.72 -2.73 1.17 0.285
H -3.77 -2.06 -0.85 0.288
H -2.78 -3.22 0.28 0.385
H -5.91 3.03 0.76 0.001
H 1.72 1.67 -1.31 -0.072
H 0.30 0.55 -1.92 0.440
H -1.13 1.43 0.33 -0.182
H 0.26 2.72 0.50 0.253
H -2.64 4.25 -0.72 0.235
H -1.09 4.95 -0.39 0.263
C 3.48 -6.23 -0.63 -0.778
N 2.38 -5.25 -0.48 0.927
O 2.25 -4.69 0.61 -0.560
O 1.66 -5.06 -1.48 -0.492
H 4.03 -6.29 0.32 0.295
H 3.04 -7.20 -0.88 0.300
H 4.14 -5.88 -1.43 0.340
C 8.14 -5.07 -0.84 -0.730
N 6.68 -5.30 -0.67 0.882
O 6.01 -5.43 -1.70 -0.565
O 6.25 -5.33 0.48 -0.495
H 8.38 -5.07 -1.90 0.319
H 8.38 -4.11 -0.38 0.287
H 8.66 -5.89 -0.33 0.277
C -6.19 5.95 -1.47 -0.777
N -5.09 5.71 -0.50 0.769
O -5.19 4.73 0.25 -0.554
O -4.16 6.53 -0.50 -0.457
H -6.93 5.16 -1.36 0.291
H -6.62 6.92 -1.26 0.294
H -5.75 5.92 -2.47 0.322
C 4.53 4.05 -2.15 -0.808
N 3.78 3.15 -1.24 0.785
O 4.21 2.00 -1.09 -0.451
O 2.77 3.62 -0.70 -0.449
H 5.39 3.51 -2.56 0.309
H 3.85 4.35 -2.95 0.311
H 4.86 4.91 -1.57 0.288
```

The SMILES is CP(O)[Si@@H](CCOCC(F)(F)C(F)(F)C(F)(F)C(F)F)CCC(N)=O.C[N+](=O)[O-].C[N+](=O)[O-].C[N+](=O)[O-].C[N+](=O)[O-]. The electronic energy is -3120.0482 a.u. Its spin multiplicity is 1.

***

(4)
Here is C15H30N4O22S4 as an isolated structure at a distorted geometry from the OMol25 dataset. Energies are from ωB97M-V with the def2-TZVPD basis set.

```
75
Properties=species:S:1:pos:R:3:mulliken_charge:R:1
C -3.44 -8.09 -31.20 -0.879
N -2.97 -8.38 -32.59 0.745
O -2.46 -9.49 -32.87 -0.247
O -3.21 -7.58 -33.49 -0.520
H -4.27 -7.39 -31.27 0.307
H -2.58 -7.62 -30.73 0.320
H -3.68 -9.08 -30.79 0.326
C -9.34 -11.00 -32.20 -0.779
N -7.89 -10.82 -32.21 0.746
O -7.33 -10.61 -31.12 -0.486
O -7.30 -10.80 -33.34 -0.406
H -9.70 -11.90 -32.69 0.283
H -9.70 -10.18 -32.81 0.312
H -9.81 -10.94 -31.22 0.323
C -6.50 -17.73 -35.04 -0.795
N -5.46 -16.89 -34.41 0.831
O -5.72 -16.33 -33.31 -0.523
O -4.43 -16.68 -35.05 -0.452
H -6.43 -18.73 -34.61 0.307
H -6.51 -17.72 -36.13 0.307
H -7.43 -17.34 -34.62 0.339
C -4.37 -11.84 -34.20 0.308
C -4.06 -13.28 -34.61 -0.241
O -3.51 -13.18 -35.93 -0.160
S -2.45 -11.94 -36.04 0.857
O -2.37 -11.41 -37.42 -0.562
O -1.23 -12.32 -35.26 -0.436
O -3.37 -11.08 -35.00 -0.450
H -4.46 -11.82 -33.11 0.345
H -5.35 -11.56 -34.59 -0.018
H -4.93 -13.94 -34.65 0.264
H -3.33 -13.77 -33.97 -0.020
C -5.69 -15.10 -38.01 0.320
C -7.03 -14.29 -37.85 0.024
O -7.68 -14.50 -39.06 -0.366
S -7.34 -15.90 -39.85 1.015
O -7.49 -15.79 -41.33 -0.500
O -8.10 -16.97 -39.17 -0.528
O -5.77 -15.66 -39.31 -0.423
H -5.57 -15.78 -37.16 -0.081
H -4.83 -14.43 -38.02 0.205
H -6.81 -13.26 -37.60 0.070
H -7.62 -14.79 -37.07 0.271
C 0.87 -15.27 -30.95 -0.305
C 0.94 -14.38 -32.19 -0.467
O -0.38 -14.01 -32.52 -0.121
S -1.06 -13.67 -31.07 1.115
O -2.52 -13.95 -31.13 -0.544
O -0.72 -12.32 -30.66 -0.564
O -0.25 -14.81 -30.18 -0.301
H 1.81 -15.18 -30.40 0.295
H 0.65 -16.31 -31.19 0.289
H 1.34 -14.89 -33.06 0.330
H 1.52 -13.47 -32.07 0.281
C -0.16 -9.45 -35.03 0.556
C 0.71 -9.60 -33.74 -0.072
O 1.42 -8.36 -33.53 -0.394
S 0.82 -7.16 -34.54 1.037
O 1.90 -6.34 -35.02 -0.558
O -0.24 -6.42 -33.81 -0.515
O 0.23 -8.25 -35.63 -0.434
H -1.22 -9.48 -34.80 -0.336
H 0.06 -10.07 -35.90 0.331
H 1.34 -10.49 -33.80 0.257
H 0.20 -9.79 -32.79 0.152
N -5.52 -9.09 -36.79 0.179
C -5.41 -9.38 -38.07 -0.712
C -6.66 -10.00 -38.52 -0.432
C -7.51 -10.06 -37.35 -0.547
C -6.73 -9.50 -36.40 -0.506
H -4.81 -8.61 -36.25 0.242
H -4.47 -9.30 -38.59 0.408
H -6.99 -10.29 -39.51 0.447
H -8.52 -10.43 -37.32 0.451
H -6.96 -9.36 -35.36 0.487
```

The electronic energy is -4056.0803 a.u. Its spin multiplicity is 1.

***

(5)
Here is a 2-piece molecular cluster, C15H30NO4S overall from the OMol25 dataset. Energies are from ωB97M-V with the def2-TZVPD basis set.

```
51
Properties=species:S:1:pos:R:3:mulliken_charge:R:1
C 1.79 -4.62 -0.73 -1.312
C 2.52 -3.37 -0.24 -0.299
C 1.82 -2.71 0.94 -0.172
C 2.53 -1.47 1.47 -1.375
C 2.72 -0.26 0.53 0.764
C 3.34 0.95 1.26 -0.810
C 2.60 2.19 0.73 -0.610
N 1.50 1.59 -0.03 0.180
C 1.51 0.31 -0.15 -0.074
C 0.44 -0.38 -0.90 -0.738
C -0.89 -0.23 -0.13 0.017
C -2.11 -1.00 -0.70 0.816
C -2.72 -1.89 0.38 -1.594
C -1.82 -1.81 -1.96 -1.445
H 1.40 -5.20 0.11 0.321
H 2.45 -5.28 -1.29 0.395
H 0.95 -4.37 -1.37 0.230
H 3.54 -3.62 0.06 0.445
H 2.62 -2.67 -1.07 0.225
H 0.77 -2.49 0.70 -0.296
H 1.77 -3.43 1.77 0.550
H 2.04 -1.11 2.38 0.472
H 3.54 -1.77 1.77 0.336
H 3.37 -0.57 -0.30 0.488
H 3.18 0.85 2.33 0.371
H 4.42 1.01 1.09 0.344
H 3.19 2.81 0.05 0.381
H 2.20 2.82 1.52 0.313
H 0.74 2.15 -0.43 0.204
H 0.70 -1.42 -1.08 0.145
H 0.35 0.11 -1.88 0.573
H -0.73 -0.51 0.91 0.461
H -1.10 0.85 -0.13 -0.507
H -2.86 -0.25 -0.97 0.260
H -2.95 -1.33 1.29 0.386
H -2.02 -2.69 0.66 0.289
H -3.64 -2.36 0.03 0.451
H -1.56 -1.17 -2.81 0.367
H -1.02 -2.54 -1.81 0.152
H -2.71 -2.38 -2.25 0.479
C -3.53 5.26 0.03 -0.368
C -3.46 4.11 1.01 -0.295
O -2.89 3.04 0.22 -0.317
S -1.88 3.62 -0.85 1.240
O -0.53 3.51 -0.37 -0.756
O -2.18 3.07 -2.12 -0.619
O -2.30 5.13 -0.73 -0.289
H -4.37 5.18 -0.66 0.308
H -3.51 6.24 0.50 0.316
H -4.43 3.78 1.36 0.315
H -2.80 4.32 1.85 0.284
```

Its net charge is +1. The electronic energy is -1343.2302 a.u. Its spin multiplicity is 1.

***

(6)
Here is a 8-piece molecular cluster, C15H31BCl14O2 overall from the OMol25 dataset. Energies are from ωB97M-V with the def2-TZVPD basis set.

```
63
Properties=species:S:1:pos:R:3:mulliken_charge:R:1
B 2.15 1.61 3.66 0.639
C 0.50 1.71 3.65 -0.176
O -0.25 0.68 3.70 -0.701
O -0.04 2.88 3.53 -0.722
H 2.66 1.91 4.74 -0.286
H 2.46 0.45 3.37 -0.278
H 2.49 2.41 2.81 -0.395
Cl -5.70 0.53 3.71 -0.270
C -4.11 1.25 4.15 -0.343
C -3.17 0.25 4.75 -0.122
Cl -3.71 -0.30 6.38 -0.268
H -4.30 2.07 4.82 0.328
H -3.67 1.63 3.23 0.231
H -2.18 0.71 4.86 0.088
H -3.05 -0.63 4.12 0.313
Cl 2.49 2.89 0.52 -0.176
C 0.86 3.45 0.12 -0.127
C 0.27 2.72 -1.05 -0.106
Cl 1.09 3.12 -2.61 -0.286
H 0.91 4.53 -0.05 0.306
H 0.26 3.27 1.02 -0.055
H -0.77 3.00 -1.17 0.408
H 0.33 1.65 -0.91 -0.068
Cl 1.49 5.84 5.70 -0.199
C -0.16 6.26 5.16 -0.515
C -0.52 5.65 3.83 -0.016
Cl 0.42 6.36 2.49 -0.261
H -0.23 7.35 5.14 0.331
H -0.84 5.89 5.92 0.287
H -1.57 5.84 3.62 0.303
H -0.34 4.56 3.81 0.120
Cl 1.28 -1.76 -0.95 -0.155
C -0.26 -2.14 -1.75 -0.250
C -0.96 -0.90 -2.25 -0.528
Cl -1.55 0.10 -0.90 -0.172
H -0.88 -2.69 -1.05 0.224
H -0.03 -2.79 -2.60 0.237
H -1.83 -1.18 -2.85 0.343
H -0.30 -0.29 -2.86 0.321
Cl 0.70 -6.26 -3.05 -0.194
C 0.10 -6.07 -1.39 -0.269
C -1.36 -6.42 -1.27 -0.563
Cl -2.40 -5.24 -2.11 -0.158
H 0.29 -5.04 -1.08 0.166
H 0.69 -6.73 -0.76 0.327
H -1.66 -6.41 -0.22 0.354
H -1.57 -7.40 -1.68 0.344
Cl 6.23 0.48 -1.32 -0.216
C 5.47 2.09 -1.49 -0.104
C 6.48 3.15 -1.86 -0.422
Cl 7.62 3.50 -0.53 -0.207
H 4.96 2.33 -0.57 0.068
H 4.73 2.00 -2.28 0.264
H 5.95 4.08 -2.08 0.300
H 7.06 2.86 -2.73 0.320
Cl -1.13 -6.47 -5.46 -0.085
C -2.15 -6.39 -6.92 -0.549
C -3.47 -5.71 -6.66 -0.430
Cl -4.52 -6.68 -5.60 -0.186
H -2.29 -7.41 -7.29 0.324
H -1.59 -5.83 -7.67 0.289
H -4.00 -5.57 -7.60 0.310
H -3.32 -4.74 -6.19 0.314
```

Its net charge is -2. The electronic energy is -7208.1569 a.u. Its spin multiplicity is 1.

***

(7)
Here is C15H31BCoF4P2 as an isolated structure at a distorted geometry from the OMol25 dataset. Energies are from ωB97M-V with the def2-TZVPD basis set.

```
54
Properties=species:S:1:pos:R:3:mulliken_charge:R:1
P -0.29 -1.61 -1.82 1.254
P 0.14 1.80 -2.05 1.570
C -0.45 -0.66 -3.39 -1.332
C 0.31 0.68 -3.48 -1.155
H -1.53 -0.52 -3.56 0.401
H -0.08 -1.36 -4.16 0.543
H 1.39 0.50 -3.64 0.436
H -0.09 1.26 -4.34 0.515
C -1.43 2.65 -2.49 -1.470
H -1.70 3.35 -1.68 0.329
H -2.24 1.92 -2.61 0.383
H -1.23 3.18 -3.43 0.512
C 1.29 3.22 -2.16 -1.388
H 0.97 3.85 -3.01 0.415
H 2.33 2.89 -2.30 0.387
H 1.24 3.78 -1.22 0.322
C -1.21 -3.18 -2.17 -1.376
H -1.09 -3.87 -1.33 0.397
H -0.77 -3.61 -3.08 0.438
H -2.28 -3.01 -2.33 0.351
C 1.38 -2.32 -2.10 -1.695
H 2.14 -1.53 -2.14 0.331
H 1.31 -2.85 -3.05 0.533
H 1.63 -3.01 -1.28 0.336
Co -0.24 -1.33 2.97 0.193
C 0.58 2.24 1.46 -0.633
C -0.76 1.95 1.42 -0.351
C -1.55 1.01 0.56 0.658
C -1.80 -0.56 0.63 -1.042
C -0.61 -1.48 0.74 -0.843
C 0.79 -1.16 0.92 -0.706
C 1.37 0.09 0.33 1.651
C 1.72 1.25 1.30 -0.983
C 0.65 -2.69 4.03 -1.120
H 0.83 3.25 1.83 0.388
H -1.37 2.44 2.19 0.466
H -1.32 1.24 -0.51 -1.177
H -2.58 1.42 0.63 0.569
H -2.55 -0.73 1.43 0.567
H -2.37 -0.82 -0.29 0.598
H -0.86 -2.53 0.45 0.918
H 1.41 -2.07 0.77 0.709
H 0.66 0.51 -0.42 -2.172
H 2.24 -0.17 -0.28 0.544
H 2.17 0.81 2.22 0.299
H 2.56 1.84 0.87 0.384
H 1.64 -2.33 4.37 0.259
H 0.75 -3.59 3.37 0.392
H -0.05 -2.88 4.88 0.323
F -0.75 0.20 4.00 -0.462
B -0.16 0.58 5.55 0.498
F -0.73 1.80 5.81 -0.296
F -0.65 -0.48 6.28 -0.327
F 1.21 0.58 5.34 -0.341
```

The energy above the lowest of the compared OMol25 structures with the same formula, charge and spin is 0.00 kJ/mol. Its expectation value of S² is 3.7654. Its spin multiplicity is 4.

***

(8)
Here is C15H31BErFO2 as an isolated structure at a distorted geometry from the OMol25 dataset. Energies are from ωB97M-V with the def2-TZVPD basis set.

```
51
Properties=species:S:1:pos:R:3:mulliken_charge:R:1
C 1.34 -3.58 0.52 -0.635
C 2.14 -2.38 -0.19 -0.972
C 1.21 -1.26 -0.77 1.423
C 1.73 -0.95 -2.23 -1.777
B 0.99 0.07 0.19 0.972
C 1.20 -0.50 1.77 0.199
C 0.67 0.60 2.86 0.123
O -0.20 0.37 3.77 -0.603
O -0.35 0.59 0.27 -0.857
C -1.04 0.85 -0.93 -0.420
C -2.61 0.48 -0.94 -0.481
C -3.50 1.77 -1.19 -1.444
C -3.11 -0.36 0.30 0.278
C -2.39 -1.80 0.44 -0.996
C -3.16 0.48 1.68 -0.549
C 2.21 1.20 0.05 0.721
F 3.42 0.48 -0.04 -0.453
C 2.16 2.17 -1.15 -0.697
C 2.73 3.63 -0.81 -1.236
H 1.96 -3.92 1.38 0.249
H 1.23 -4.42 -0.20 0.395
H 0.31 -3.25 0.83 0.008
H 3.01 -2.03 0.42 0.251
H 2.62 -2.88 -1.07 0.555
H 0.19 -1.72 -0.90 -0.213
H 1.35 0.00 -2.67 0.342
H 1.35 -1.78 -2.89 0.383
H 2.84 -1.04 -2.27 0.399
H 2.27 -0.70 2.02 0.623
H 0.52 -1.42 1.94 -0.784
H 1.13 1.62 2.86 0.428
H -0.62 0.43 -1.87 -0.028
H -1.04 1.97 -1.08 0.492
H -2.80 -0.17 -1.84 0.443
H -3.56 2.42 -0.29 0.327
H -4.50 1.38 -1.49 0.424
H -3.10 2.35 -2.06 0.454
H -4.18 -0.61 0.09 0.681
H -3.14 -2.53 0.86 0.655
H -2.09 -2.13 -0.58 0.272
H -1.54 -1.77 1.19 -0.091
H -2.44 0.04 2.43 -0.272
H -4.17 0.34 2.13 0.342
H -3.03 1.58 1.54 0.297
H 2.34 1.82 0.99 0.002
H 1.18 2.33 -1.64 0.202
H 2.85 1.77 -1.94 0.372
H 2.69 3.87 0.28 0.317
H 2.13 4.36 -1.41 0.340
H 3.77 3.72 -1.20 0.316
Er -0.97 -1.51 2.83 1.224
```

Its net charge is +2. Its expectation value of S² is 3.7535. The electronic energy is -1879.5313 a.u. Its spin multiplicity is 4.

***

- Number 1 is which compound?
  C15H30CrN2O8